No. 1
11
Properties=species:S:1:pos:R:3:forces:R:3 method="wB97M-V/def2-TZVPD" max_force_ha_per_bohr=0.026 orbital_gap_ev=11.4 molar_mass_g_mol=83.1 e_lumo_ev=0.9854 e_above_lowest_kj_mol=294.1 total_charge=0
H 0.324 2.023 0.020 -0.20 0.03 -0.06
N 1.857 0.657 -0.288 -0.21 0.70 -0.47
C -0.162 -0.185 -0.022 0.05 0.01 0.11
H -1.916 -1.225 0.585 -0.01 0.03 -0.03
C 0.601 0.988 -0.072 -0.12 0.14 -0.18
N 1.896 -0.743 -0.258 0.06 0.09 -0.37
H 2.559 -0.116 0.479 0.09 -1.16 0.64
H -2.104 0.541 0.535 0.12 -0.10 -0.05
C -1.647 -0.320 0.041 -0.04 -0.08 0.04
N 0.667 -1.227 -0.059 0.20 0.33 0.31
H -2.075 -0.393 -0.963 0.08 0.00 0.07

=====

No. 2
8
Properties=species:S:1:pos:R:3:forces:R:3 method="wB97M-V/def2-TZVPD" max_force_ha_per_bohr=0.076 orbital_gap_ev=6.0 molar_mass_g_mol=344.0 e_lumo_ev=-2.9235 e_above_lowest_kj_mol=373.0 total_charge=0
I -2.057 -1.643 -0.224 0.73 0.23 -0.13
H -0.931 3.000 0.968 0.03 -1.38 -0.16
S -1.500 1.729 0.923 0.81 0.11 0.05
C -0.317 -0.539 -0.134 0.95 -0.02 0.47
C -0.112 0.631 0.469 0.61 0.38 -1.18
S 2.114 -1.929 -1.100 -3.84 0.19 0.57
H 0.894 -2.628 -1.325 1.79 0.56 0.09
I 1.910 1.380 0.425 -1.08 -0.07 0.29

=====

No. 3
17
Properties=species:S:1:pos:R:3:forces:R:3 method="wB97M-V/def2-TZVPD" max_force_ha_per_bohr=0.057 orbital_gap_ev=9.7 molar_mass_g_mol=135.2 e_lumo_ev=0.5554 e_above_lowest_kj_mol=316.3 total_charge=0
H -2.499 0.837 0.703 -0.67 -0.19 0.08
C -1.384 1.429 -0.949 1.27 2.41 -1.07
N 2.480 -0.808 -0.067 -0.38 0.15 -0.08
H 1.201 -1.300 1.341 -0.40 0.43 -0.15
S -1.817 -1.225 -0.392 0.42 0.53 0.86
H -0.600 1.674 1.775 -0.11 -0.11 -0.12
C 1.459 -0.517 0.619 -0.38 -0.30 1.06
H -2.196 1.443 -1.664 -0.31 -0.03 -0.01
O 2.890 0.170 -0.944 -0.50 1.38 0.34
H -0.469 1.239 -1.529 -0.24 -0.50 0.24
C -1.607 0.513 0.191 0.40 0.08 1.30
H -1.187 2.513 -0.624 -0.66 -1.43 -0.10
O 0.785 0.691 0.655 0.90 -0.78 -0.10
C -0.513 0.704 1.281 0.46 -0.80 -1.44
H -1.539 -1.688 0.849 -0.23 -0.28 -0.44
H 2.407 0.986 -0.646 0.61 -0.61 -0.72
H -0.539 -0.110 1.999 -0.17 0.05 0.35

=====

No. 4
37
Properties=species:S:1:pos:R:3:forces:R:3 method="wB97M-V/def2-TZVPD" max_force_ha_per_bohr=0.069 orbital_gap_ev="6.1 / 6.0" molar_mass_g_mol=526.5 e_lumo_ev="-0.5274 / -2.9318" total_charge=0 spin_multiplicity=5
H -2.239 -0.929 1.152 0.35 -0.30 -0.03
H 1.462 2.013 -1.511 0.12 0.00 0.18
N 0.180 0.768 1.869 2.46 0.10 -1.16
C 4.898 -3.006 0.822 -0.88 0.35 -0.48
C 3.261 -2.864 -0.924 -0.59 0.66 1.18
H -0.896 2.520 -0.236 0.14 -0.10 -0.09
C 2.563 -1.901 -0.143 0.93 -0.91 -0.03
H 4.810 -1.514 2.415 -0.03 -0.07 -0.28
O 1.278 -1.814 -0.327 -0.07 0.93 0.18
O 2.276 0.767 0.463 -0.49 0.91 -1.27
N 6.099 -3.634 1.304 2.11 -1.38 0.70
N 2.568 -3.299 -2.149 -0.63 -0.84 -0.64
C -1.537 0.544 -1.100 0.06 0.38 -0.31
C 4.359 -1.906 1.507 0.24 -0.10 -0.56
H -0.796 -1.892 1.741 -0.23 0.12 -0.23
C 0.600 1.373 -1.483 -0.21 0.68 -1.75
C 4.372 -3.484 -0.390 0.43 -0.13 -0.13
O 2.231 -2.420 -2.959 0.56 -1.29 1.13
O 3.244 0.487 2.436 0.37 0.83 1.28
H -1.228 -1.347 -2.286 0.24 0.30 0.20
C -0.644 1.649 -0.827 -0.74 -0.05 -0.55
C 0.487 0.109 -2.147 -0.65 0.88 -0.91
C -0.862 0.161 2.533 -1.98 -1.50 0.14
C 3.264 -1.263 0.934 0.18 0.31 -0.09
H -2.565 0.434 -0.759 0.43 0.08 -0.03
N 2.894 0.037 1.343 0.45 -2.84 0.04
Os 0.210 -0.128 0.007 -0.76 -0.63 3.38
O 6.571 -4.565 0.613 -0.71 1.55 1.24
H 1.239 -0.366 -2.762 0.05 -0.08 0.36
H 4.828 -4.337 -0.885 -0.02 0.29 0.11
C -1.180 -0.913 1.431 -0.21 0.43 1.00
O 2.333 -4.507 -2.282 0.51 1.86 0.06
H -1.712 0.859 2.696 0.30 -0.33 0.24
H -0.554 -0.306 3.487 -0.23 0.35 -0.17
C -0.827 -0.406 -1.910 -0.22 0.09 -0.66
H 0.942 1.241 2.363 -0.15 -0.03 -0.23
O 6.626 -3.240 2.363 -1.16 -0.49 -1.80